Formula: C3H7O3
Source: the OMol25 dataset
Level of theory: ωB97M-V with the def2-TZVPD basis set

Computed properties:
- lowest unoccupied orbital energy (eV) = 4.130
- HOMO-LUMO gap (eV) = 8.4
- total charge = -1
- ΔE to the lowest compared entry with this formula, charge and spin (kcal/mol) = 38.41

Each line ends with the Löwdin charge.
Geometry (Å):
C  -0.818325  1.340214  -1.203517  -0.130
O  -1.014856  -0.121798  -1.320319  -0.213
H  -0.324839  -0.678051  -1.102489  -0.073
H  0.018951  1.462831  -1.983528  0.094
H  -0.436952  1.575985  -0.175259  0.063
H  -1.869068  1.720269  -1.355635  0.075
C  0.078034  -0.744149  1.367298  -0.048
C  1.401819  -0.730693  0.485618  -0.759
O  1.245217  -0.865894  -0.756934  -0.090
O  2.424273  -0.798740  1.147897  -0.058
H  -0.868196  -0.698863  0.848012  0.033
H  0.191122  0.141456  2.059350  0.071
H  -0.027186  -1.602563  1.989504  0.035

Atoms 1-2, force components in eV/Å:
C 1.1 -3.3 -0.3
O -5.5 3.5 -1.3